ORCA calculation (ωB97M-V with the def2-TZVPD basis set) on an isolated molecule of C7H9BO5 in a non-equilibrium geometry.

Structure (XYZ):
```
22
C7H9BO5 (ωB97M-V with the def2-TZVPD basis set)
B 0.42 1.32 1.03
C -0.21 2.48 0.26
C 1.04 0.51 -1.96
C -0.25 0.55 -1.73
C 0.58 -0.28 -0.79
C 0.73 0.50 3.26
C -2.69 0.24 -1.42
C 1.65 -2.48 -1.18
O 0.64 0.10 0.51
O -0.74 3.22 -0.45
O 0.51 1.60 2.40
O -1.50 0.99 -1.68
O 0.50 -1.69 -0.80
H 1.69 0.02 3.04
H 0.01 -0.26 3.30
H 0.64 0.98 4.23
H -3.29 0.31 -2.36
H -3.12 0.73 -0.57
H -2.46 -0.84 -1.19
H 1.24 -3.26 -1.78
H 2.24 -2.89 -0.32
H 2.35 -1.86 -1.81
```

## Properties
largest force on an atom = 2.716 eV Å⁻¹
spin multiplicity = 1
electronic energy = -672.9925 Ha
net charge = 0
LUMO energy (spin up / spin down) = 0.243 / -1.181 eV
gap between HOMO and LUMO (spin up / spin down) = 8.6216 / 5.7936 eV